The following is a DFT calculation (wB97M-V/def2-TZVPD) of a 5-piece molecular cluster, C38H57BF13N4O12S overall in a non-equilibrium geometry.

Atoms and positions in Å:
N 4.425 -1.749 0.417
C 5.312 -1.534 1.559
C 5.342 -0.107 2.078
C 4.110 0.420 2.831
C 2.746 -0.069 2.331
C 2.154 0.695 1.139
C 0.621 0.733 1.239
C -0.097 1.001 -0.098
C -0.780 -0.236 -0.706
C -2.279 -0.049 -1.002
C -3.067 -1.353 -0.970
C -3.621 -1.710 0.424
C -5.015 -2.316 0.330
C -5.616 -2.625 1.706
N -6.145 -3.978 1.862
C -6.422 -4.931 0.911
C -6.900 -6.056 1.560
C -6.927 -5.781 2.947
C -6.456 -4.481 3.094
O 6.657 -1.716 1.055
B 7.114 -3.042 1.430
O 6.483 -4.105 0.585
C 8.737 -3.155 1.475
C 9.401 -4.256 0.660
S 9.374 -3.966 -1.152
C 8.529 -5.336 -1.795
N 7.298 -5.419 -2.201
N 7.119 -6.704 -2.671
C 8.254 -7.302 -2.518
O 9.199 -6.521 -1.992
O 6.469 -3.182 2.815
C 5.243 -2.675 2.638
F 4.746 -2.187 3.863
H 3.972 -2.651 0.502
H 5.041 -1.805 -0.381
H 6.184 -0.073 2.769
H 5.620 0.535 1.244
H 4.127 1.511 2.747
H 4.167 0.203 3.894
H 2.744 -1.132 2.108
H 2.046 0.070 3.161
H 2.433 0.215 0.205
H 2.498 1.725 1.186
H 0.317 1.479 1.976
H 0.297 -0.228 1.644
H 0.623 1.408 -0.806
H -0.853 1.772 0.052
H -0.651 -1.122 -0.084
H -0.289 -0.463 -1.653
H -2.694 0.683 -0.308
H -2.373 0.387 -1.998
H -3.918 -1.266 -1.649
H -2.450 -2.176 -1.328
H -3.667 -0.813 1.042
H -2.944 -2.416 0.907
H -5.646 -1.563 -0.147
H -5.015 -3.177 -0.331
H -4.819 -2.519 2.441
H -6.384 -1.898 1.967
H -6.265 -4.755 -0.134
H -7.207 -6.981 1.105
H -7.231 -6.436 3.743
H -6.329 -3.890 3.983
H 6.607 -4.927 1.062
H 9.222 -2.206 1.241
H 8.997 -3.362 2.521
H 10.462 -4.285 0.910
H 9.016 -5.246 0.890
H 8.444 -8.326 -2.781
H 4.492 -3.413 2.319
C 5.416 4.950 6.973
C 4.962 6.059 6.048
O 5.018 5.647 4.670
C 4.004 4.905 4.247
O 3.054 4.560 4.881
C 4.203 4.561 2.760
F 5.452 4.166 2.515
F 3.953 5.640 1.992
F 3.369 3.603 2.385
H 6.414 4.609 6.695
H 5.441 5.309 8.002
H 4.745 4.095 6.921
H 5.629 6.915 6.116
H 3.954 6.396 6.288
C -2.263 2.389 -7.338
C -2.176 3.065 -5.986
O -3.458 3.077 -5.325
C -3.818 1.951 -4.731
O -3.213 0.923 -4.696
C -5.175 2.151 -4.028
F -6.049 2.775 -4.826
F -5.014 2.892 -2.925
F -5.694 0.980 -3.675
H -3.029 2.863 -7.951
H -1.305 2.461 -7.852
H -2.521 1.336 -7.235
H -1.900 4.110 -6.099
H -1.435 2.590 -5.344
C -9.650 -4.092 0.063
C -9.683 -2.600 -0.177
O -10.115 -2.286 -1.519
C -11.418 -2.316 -1.733
O -12.278 -2.567 -0.941
C -11.708 -1.926 -3.195
F -10.897 -2.569 -4.040
F -11.525 -0.609 -3.360
F -12.964 -2.217 -3.516
H -9.026 -4.583 -0.683
H -9.242 -4.305 1.050
H -10.648 -4.525 -0.003
H -8.683 -2.179 -0.095
H -10.323 -2.089 0.541
C 2.485 6.727 -0.380
C 1.958 7.768 -1.342
O 2.068 7.321 -2.711
C 1.138 6.481 -3.134
O 0.209 6.054 -2.517
C 1.399 6.140 -4.612
F 2.686 5.861 -4.833
F 1.064 7.182 -5.388
F 0.674 5.091 -4.992
H 3.508 6.452 -0.636
H 2.472 7.111 0.638
H 1.879 5.823 -0.414
H 2.553 8.677 -1.295
H 0.923 8.032 -1.123

## Properties
Total charge ... -1
Strongest force on any atom ... 0.0464 Eh/bohr
Energy relative to the best compared isomer or geometry (same formula, charge and spin) ... 0.0 kcal per mole

***

The following is a DFT calculation (wB97M-V/def2-TZVPD) of a 5-piece molecular cluster, C38H57BIN9O6PS2 overall in a non-equilibrium geometry.

Atoms and positions in Å:
C -0.469 -3.264 3.214
N 0.156 -2.841 4.477
C -0.844 -2.394 5.444
B 1.227 -1.868 4.327
O 2.532 -2.181 4.578
C 0.947 -0.367 3.829
N 0.811 -0.413 2.380
C 0.350 0.887 1.877
C -0.264 0.718 0.482
C -1.796 0.941 0.456
C -2.502 -0.195 -0.294
C -2.243 -0.223 -1.798
C -3.127 0.645 -2.719
C -4.572 0.965 -2.287
C -4.738 2.317 -1.570
S -6.241 2.451 -0.551
C -5.652 2.437 1.074
N -6.183 3.105 2.036
N -5.493 2.736 3.189
C -4.608 1.902 2.816
O -4.638 1.647 1.492
C 1.461 1.962 2.051
C 2.236 2.410 0.801
C 1.912 3.841 0.356
C 0.595 4.047 -0.397
S 0.517 3.491 -2.092
O -0.671 2.696 -2.236
O 0.705 4.603 -2.962
O 1.751 2.502 -2.278
N 2.489 1.482 3.083
C 2.020 0.671 4.260
P 1.562 1.680 5.760
O 2.754 2.818 5.575
I -0.462 2.895 5.115
H -1.245 -2.566 2.878
H 0.288 -3.360 2.431
H -0.906 -4.258 3.337
H -0.387 -1.822 6.256
H -1.362 -3.249 5.885
H -1.619 -1.764 4.977
H 2.763 -3.091 4.354
H -0.010 -0.049 4.259
H 1.691 -0.669 1.940
H -0.446 1.171 2.567
H -0.087 -0.323 0.193
H 0.189 1.334 -0.293
H -2.167 0.929 1.481
H -2.000 1.914 0.002
H -3.564 -0.231 -0.043
H -2.067 -1.114 0.111
H -1.208 0.123 -1.933
H -2.239 -1.261 -2.134
H -3.226 0.099 -3.661
H -2.619 1.578 -2.973
H -5.042 0.166 -1.712
H -5.150 1.037 -3.213
H -3.845 2.597 -1.011
H -4.874 3.101 -2.318
H -3.884 1.402 3.440
H 1.016 2.852 2.500
H 2.094 1.699 -0.008
H 3.309 2.422 1.030
H 1.876 4.501 1.228
H 2.730 4.190 -0.278
H -0.256 3.570 0.096
H 0.376 5.114 -0.466
H 1.397 1.597 -2.303
H 2.965 2.314 3.447
H 3.185 0.940 2.572
H 2.905 0.129 4.616
H 2.414 3.720 5.500
N -1.195 -3.240 -0.867
C -0.019 -3.253 -1.493
C 0.794 -4.373 -1.581
C 0.363 -5.546 -0.979
C -0.857 -5.549 -0.324
C -1.596 -4.376 -0.298
H 0.282 -2.317 -1.956
H 1.735 -4.324 -2.112
H 0.957 -6.447 -1.021
H -1.227 -6.448 0.149
H -2.559 -4.342 0.200
N 3.194 -1.568 -4.614
C 4.493 -1.468 -4.888
C 5.130 -0.267 -5.170
C 4.379 0.897 -5.168
C 3.023 0.807 -4.892
C 2.483 -0.442 -4.624
H 5.051 -2.398 -4.882
H 6.189 -0.250 -5.384
H 4.838 1.853 -5.379
H 2.393 1.687 -4.885
H 1.424 -0.550 -4.407
N -1.487 9.453 -1.866
C -0.770 10.203 -1.033
C 0.487 9.847 -0.567
C 1.028 8.643 -0.988
C 0.293 7.850 -1.857
C -0.954 8.302 -2.266
H -1.227 11.136 -0.724
H 1.025 10.500 0.107
H 2.009 8.331 -0.650
H 0.676 6.906 -2.221
H -1.555 7.711 -2.950
N 0.124 -8.987 -1.109
C 1.280 -9.068 -1.766
C 2.050 -10.219 -1.834
C 1.600 -11.353 -1.177
C 0.401 -11.286 -0.488
C -0.296 -10.088 -0.487
H 1.607 -8.166 -2.273
H 2.978 -10.223 -2.389
H 2.172 -12.271 -1.205
H 0.008 -12.145 0.038
H -1.242 -10.004 0.035

## Properties
Total charge ... +1
Strongest force on any atom ... 0.0242 Eh/bohr

***

| no. | HOMO energy (eV) | gap between HOMO and LUMO (eV) |
| --- | --- | --- |
| 1 | -5.39 | 7.138 |
| 2 | -10.61 | 7.481 |